Formula: C24H45Cl6FO21
Source: the OMol25 dataset
Level of theory: ωB97M-V/def2-TZVPD

Cartesian coordinates (Å):
C (-8.5366, 9.9069, -0.1671)
O (-7.3909, 10.6984, -0.3255)
C (-6.8082, 11.1817, 0.7070)
O (-7.0246, 10.9307, 1.8816)
O (-5.8241, 12.0648, 0.2552)
C (-4.9162, 12.6257, 1.1785)
H (-9.2512, 10.6240, 0.2369)
H (-8.3119, 9.1074, 0.5389)
H (-8.9506, 9.5022, -1.0907)
H (-4.4275, 11.8604, 1.7816)
H (-5.3325, 13.3434, 1.8855)
H (-4.1642, 12.9960, 0.4817)
C (5.0681, -2.6766, 2.6187)
O (4.3382, -1.4607, 2.2082)
C (2.9486, -1.4621, 1.8324)
O (2.1404, -2.4194, 1.9173)
O (2.6150, -0.2836, 1.2627)
C (3.1734, 0.9822, 1.6767)
H (5.0934, -3.3741, 1.7815)
H (4.4559, -3.1502, 3.3862)
H (6.0634, -2.5157, 3.0329)
H (4.1570, 1.1406, 1.2344)
H (3.2958, 0.9064, 2.7572)
H (2.4817, 1.7965, 1.4611)
C (-3.9318, 6.1435, 12.5536)
O (-2.8476, 5.8618, 11.6555)
C (-1.8896, 4.9605, 11.9865)
O (-1.8195, 4.1627, 12.9285)
O (-0.8643, 5.2298, 11.1544)
C (0.4213, 4.7165, 11.4292)
H (-3.5126, 6.7158, 13.3812)
H (-4.4720, 5.2729, 12.9256)
H (-4.6204, 6.7651, 11.9814)
H (1.0984, 5.0597, 10.6469)
H (0.3222, 3.6314, 11.4570)
H (0.8175, 5.0319, 12.3944)
C (8.3851, 10.7305, 4.9654)
O (7.3294, 11.5425, 5.3745)
C (6.2908, 10.8910, 6.0362)
O (6.1005, 9.6502, 6.2197)
O (5.3303, 11.7827, 6.3438)
C (4.4092, 11.5107, 7.3981)
H (8.9556, 11.3686, 4.2905)
H (8.0933, 9.8228, 4.4371)
H (9.0650, 10.3650, 5.7350)
H (4.1704, 10.4819, 7.6677)
H (3.4317, 11.8863, 7.0956)
H (4.6704, 12.0996, 8.2774)
C (6.5837, 2.1447, 6.0685)
O (6.5700, 0.8068, 6.3496)
C (6.3948, 0.4454, 7.5449)
O (6.0868, 1.0704, 8.5891)
O (6.5164, -0.9154, 7.6178)
C (6.4091, -1.6275, 8.8723)
H (5.5897, 2.5871, 6.1340)
H (6.9870, 2.2855, 5.0657)
H (7.1931, 2.6921, 6.7876)
H (7.2169, -2.3519, 8.9759)
H (5.3727, -1.9609, 8.8196)
H (6.6425, -0.9992, 9.7319)
C (-4.3492, 13.4088, 9.6942)
O (-5.2659, 13.7205, 8.6629)
C (-6.5767, 13.4583, 8.7183)
O (-7.1730, 12.9218, 9.6478)
O (-7.0227, 13.6080, 7.5014)
C (-8.3311, 13.2715, 7.2598)
H (-3.8480, 14.3071, 10.0545)
H (-3.6505, 12.6515, 9.3385)
H (-4.7394, 12.9191, 10.5864)
H (-8.8894, 14.0507, 7.7786)
H (-8.7079, 12.3658, 7.7349)
H (-8.6195, 13.4736, 6.2282)
C (-8.3496, 5.5030, 5.7128)
C (-7.2959, 6.4173, 6.2628)
O (-6.3931, 5.5487, 6.8220)
C (-7.0330, 4.4112, 7.1743)
O (-6.5319, 3.5082, 7.8067)
O (-8.1983, 4.3413, 6.5769)
F (-7.7921, 7.2322, 7.2081)
H (-8.2059, 5.1245, 4.7008)
H (-9.3487, 5.9335, 5.7796)
H (-6.8679, 7.1093, 5.5375)
C (-1.1653, 7.0331, 5.2545)
Cl (0.5023, 6.5274, 4.8411)
Cl (-1.3216, 8.8166, 5.5306)
H (-1.7985, 6.8202, 4.3932)
H (-1.4629, 6.5241, 6.1713)
C (-2.6285, 0.2673, 5.0215)
Cl (-1.4770, 1.0537, 6.1981)
Cl (-2.9351, 1.4942, 3.7061)
H (-2.1034, -0.6010, 4.6235)
H (-3.5039, -0.0380, 5.5947)
C (4.1344, 9.4304, 0.8662)
Cl (4.1352, 7.9291, -0.0358)
Cl (5.5462, 10.2599, 0.0977)
H (3.2447, 10.0595, 0.8366)
H (4.2917, 9.2625, 1.9317)

Atoms 1-2, force components in eV/Å:
C -0.96 0.18 1.29
O 0.40 -0.28 -2.81

HOMO: -0.3883 Ha
E_LUMO: 0.045 eV
energy relative to the best compared isomer or geometry (same formula, charge and spin): 0.00 kcal/mol
orbital gap: 0.3900 Eh